1.
Computed, not measured: the molecule C7H9N, with the ωB97M-V functional and the def2-TZVPD basis.

## Properties
Orbital gap = 9.83 eV
Structure (SMILES) = C#CC(=C)/C(C)=N\C
LUMO level = 0.0197 hartree

CARTESIAN COORDINATES (ANGSTROEM)
C1 -2.46 1.01 -0.51
C2 -1.45 0.52 -0.07
C3 -0.44 -0.33 0.73
C4 -0.63 -0.80 1.94
C5 0.68 0.28 -0.03
C6 1.43 1.40 0.62
N1 1.02 -0.09 -1.22
C7 0.54 -1.31 -1.79
H1 -3.36 1.39 -0.92
H2 -1.64 -0.93 2.31
H3 0.16 -1.31 2.47
H4 1.50 1.27 1.70
H5 0.91 2.34 0.44
H6 2.44 1.46 0.21
H7 -0.40 -1.69 -1.38
H8 0.39 -1.14 -2.86
H9 1.30 -2.08 -1.64



2.
Computed, not measured: a structure of composition C17H21BeN2O3S3, with the ωB97M-V functional and the def2-TZVPD basis.

## Properties
Orbital gap = 6.97 eV
LUMO level = 0.1027 hartree
Total charge = -1

CARTESIAN COORDINATES (ANGSTROEM)
Be1 -0.49 -0.65 0.13
C1 2.80 -1.34 -1.30
N1 1.88 -0.23 -1.31
C2 2.27 0.87 -0.45
C3 1.92 0.63 1.02
N2 0.48 0.61 1.28
C4 -0.09 1.96 1.19
C5 0.18 0.12 2.61
C6 0.99 0.33 3.71
C7 0.64 -0.14 4.96
C8 -0.55 -0.83 5.13
C9 -1.39 -1.02 4.05
C10 -1.05 -0.54 2.78
S1 -2.16 -0.68 1.47
C11 1.49 0.23 -2.60
C12 2.41 0.47 -3.60
C13 2.03 1.01 -4.82
C14 0.70 1.31 -5.04
C15 -0.23 1.08 -4.05
C16 0.14 0.54 -2.81
S2 -1.10 0.37 -1.60
H1 3.82 -1.09 -1.64
H2 2.39 -2.13 -1.93
H3 2.86 -1.72 -0.28
H4 1.77 1.77 -0.81
H5 3.37 1.04 -0.50
H6 2.41 1.42 1.61
H7 2.31 -0.34 1.32
H8 0.43 2.65 1.87
H9 -1.14 1.91 1.46
H10 -0.03 2.32 0.17
H11 1.93 0.88 3.61
H12 1.30 0.04 5.80
H13 -0.84 -1.19 6.10
H14 -2.33 -1.55 4.15
H15 3.46 0.26 -3.43
H16 2.77 1.20 -5.58
H17 0.39 1.75 -5.98
H18 -1.27 1.32 -4.19
C17 1.44 -4.21 0.54
S3 -0.17 -3.37 0.36
O1 -0.89 -3.66 1.56
O2 -0.74 -3.84 -0.88
O3 0.27 -1.94 0.26
H19 1.21 -5.23 0.84
H20 2.00 -3.69 1.30
H21 1.94 -4.19 -0.42



The records above give, respectively, calculated total energy values of -326.730000 -2205.173316 hartree.
The records above give, respectively, highest occupied orbital energy values of -9.292 -4.178 eV.